Record 1
14
Properties=species:S:1:pos:R:3 method="wB97M-V/def2-TZVPD" total_energy_ev=-19517.298 max_force_ev_per_a=2.65 e_lumo_ev=0.977 smiles=C[C@@H](F)[C@@H](C)Cl gap_ev=11.883
H 1.650 0.696 -0.608
Cl -0.498 1.872 -1.218
H -1.312 -1.550 -0.142
C 0.928 0.221 1.365
H 0.120 -0.228 -1.908
H -0.043 -0.189 1.727
F 1.232 -1.335 -0.374
C -0.248 0.151 -0.978
C 0.955 -0.002 -0.163
H 0.859 1.293 1.688
H 1.752 -0.234 1.981
H -1.784 0.057 0.396
C -1.456 -0.477 -0.463
H -2.154 -0.278 -1.304

---

Record 2
14
Properties=species:S:1:pos:R:3 method="wB97M-V/def2-TZVPD" total_energy_ev=-18286.894 max_force_ev_per_a=3.97 e_lumo_ev=0.869 gap_ev=9.565
H -1.126 -0.288 -2.392
C 0.537 -0.839 1.383
C -1.068 -0.465 -1.278
H -0.727 -1.441 -1.359
H -2.027 -0.334 -0.813
N -0.338 1.368 0.614
Cl 0.237 2.931 0.600
C 0.656 0.310 0.409
C 0.100 0.347 -0.920
H 1.141 -0.575 2.212
H 0.481 1.067 -1.626
H 1.701 0.686 0.367
H 0.908 -1.823 1.043
H -0.474 -0.944 1.761

---

Record 3
15
Properties=species:S:1:pos:R:3 method="wB97M-V/def2-TZVPD" total_energy_ev=-19772.768 max_force_ev_per_a=3.92 e_lumo_ev=-3.378 smiles="NC(=[NH2+])C1(Cl)CC1" gap_ev=11.508 total_charge=+1
H 0.505 1.620 -1.472
C -0.743 0.245 -0.060
C -0.330 1.506 -0.816
H 2.086 -1.481 0.566
N 1.522 -0.785 0.169
H -0.989 2.084 1.076
H 1.953 0.197 0.157
H 0.412 -2.999 -0.068
C -0.207 1.462 0.662
C 0.265 -0.985 -0.048
H 0.664 1.644 1.270
Cl -2.413 -0.355 0.106
H -1.247 -2.150 -0.423
N -0.255 -2.160 -0.174
H -1.223 2.158 -0.946

---

Record 4
15
Properties=species:S:1:pos:R:3 method="wB97M-V/def2-TZVPD" total_energy_ev=-19772.225 max_force_ev_per_a=4.04 e_lumo_ev=-5.600 gap_ev=8.230 total_charge=+1
C 0.224 1.764 -0.222
C -0.033 -0.496 1.182
H -0.104 -2.615 -1.371
N -0.171 -1.779 0.521
H 0.812 -0.492 1.905
C 0.309 0.340 -0.018
H 0.504 2.349 0.575
Cl 2.678 -0.181 -0.315
H -1.010 -0.291 1.611
C -0.029 -1.747 -0.794
H 0.040 -0.075 -2.065
N 0.014 -0.472 -1.151
H -0.924 2.089 -0.400
H 0.762 2.020 -1.076
H -0.114 -2.549 1.079

---

Record 5
16
Properties=species:S:1:pos:R:3 method="wB97M-V/def2-TZVPD" total_energy_ev=-21266.442 max_force_ev_per_a=5.02 e_lumo_ev=1.024 smiles="N/N=C/[C@@H]1NC[C@H]1Cl" gap_ev=9.920
N -1.972 0.675 0.262
H -3.572 0.734 1.241
H 0.431 0.641 -1.504
N 0.344 -1.606 -1.066
H 0.739 -1.718 -2.087
H -3.727 0.212 -0.350
N -3.290 0.823 0.326
H -1.994 -0.392 -1.626
H 0.803 -2.345 1.170
C 0.912 -0.219 0.493
C 1.225 -1.684 0.217
C 0.066 -0.124 -0.812
C -1.504 -0.115 -0.690
H 2.441 -1.960 0.264
H 0.198 -0.024 1.381
Cl 2.054 1.086 0.565

---

Record 6
16
Properties=species:S:1:pos:R:3 method="wB97M-V/def2-TZVPD" total_energy_ev=-21268.300 max_force_ev_per_a=4.60 e_lumo_ev=0.734 gap_ev=9.159
N 0.899 1.977 1.588
H 0.455 0.754 -2.018
H 2.703 1.714 -1.176
C -0.609 -1.458 -1.062
H 0.975 2.887 2.120
C 0.779 0.650 -0.977
H 0.530 -0.040 1.809
H 0.037 1.936 1.009
Cl -2.303 -1.590 -0.426
H -0.356 -1.352 1.375
N 2.055 2.043 0.725
H -0.823 -1.298 -2.042
C 1.947 1.407 -0.378
H 0.046 -2.370 -0.773
C 0.077 -0.321 -0.304
N 0.249 -0.715 1.010

---

Record 7
21
Properties=species:S:1:pos:R:3 method="wB97M-V/def2-TZVPD" total_energy_ev=-39730.638 max_force_ev_per_a=3.80 e_lumo_ev=-4.608 gap_ev=9.261 total_charge=+1
H 0.392 -1.978 -0.152
H -1.823 1.214 2.117
H -0.476 -2.879 -1.328
C 0.049 -0.744 -1.705
O 1.911 0.018 0.645
O 0.892 -1.719 1.911
N -1.312 -0.081 0.450
C -0.415 1.458 -0.768
C -1.386 1.103 1.054
S 1.965 -0.769 1.844
H 0.774 1.798 -2.444
H 1.050 -2.360 -1.834
H -1.611 -1.051 0.739
C 0.206 -2.130 -1.201
N 0.098 2.141 -1.791
N -0.946 2.081 0.356
H 0.449 -0.150 3.921
Cl 0.681 1.044 3.505
H -0.214 3.089 -1.839
O 0.407 -0.228 -2.727
N -0.692 0.144 -0.754

---

Record 8
16
Properties=species:S:1:pos:R:3 method="wB97M-V/def2-TZVPD" total_energy_ev=-22380.221 max_force_ev_per_a=7.09 e_lumo_ev=-0.243 gap_ev=10.268
C -1.412 -0.230 0.449
O -1.952 -2.393 0.153
O -3.339 -0.940 -0.528
H 2.755 1.305 0.513
H 1.528 1.957 -0.523
N -2.311 -1.224 0.045
H -0.098 0.745 -1.330
H 1.544 -0.871 0.903
C 1.346 -0.184 -0.014
H 2.170 -0.617 -0.579
C 1.762 1.260 0.314
Cl -2.194 1.335 0.416
H -0.003 -1.178 -1.435
H 1.077 1.777 1.031
C 0.076 -0.353 -0.822
H -0.950 -0.387 1.407